Record 1
{"formula": "C2H4O2S2", "method": "ωB97M-V with the def2-TZVPD basis set", "smiles": "CC(S)=S(=O)=O", "molar_mass_g_mol": 124.2, "fmax_ev_per_a": 2.386, "homo_lumo_gap_ha": 0.292, "multiplicity": 1, "de_lowest_ev": 3.603, "symbols": ["C", "C", "S", "S", "O", "O", "H", "H", "H", "H"], "positions_angstrom": [[0.256349, -1.041161, -0.643658], [0.512601, -0.136528, 0.460283], [-0.141329, -0.098452, 1.939616], [0.368525, 2.081172, 0.072571], [-1.050343, 1.837082, 0.284304], [0.722620, 2.218835, -1.287378], [0.874229, -1.900387, -0.830959], [0.296415, -0.395573, -1.558562], [-0.720370, -1.563626, -0.529265], [-1.118697, -1.001362, 2.093049]], "atomic_forces_ev_per_a": [[-1.8313, 0.1965, -1.1095], [0.1290, -0.2142, 0.7704], [0.7597, -0.0598, 0.9821], [-0.6216, 0.4424, 1.5563], [-0.2354, 0.4497, -0.2117], [0.9243, 0.0739, -2.1980], [1.1889, 0.0264, 0.3923], [-0.2318, -0.7155, 0.4404], [0.1440, 0.6131, -0.2875], [-0.2257, -0.8125, -0.3348]]}

Record 2
{"formula": "C3H7N2S2", "method": "ωB97M-V with the def2-TZVPD basis set", "molar_mass_g_mol": 135.2, "fmax_ev_per_a": 2.746, "homo_lumo_gap_ha": 0.318, "multiplicity": 1, "charge": 1, "de_lowest_ev": 1.725, "symbols": ["C", "C", "C", "N", "N", "S", "S", "H", "H", "H", "H", "H", "H", "H"], "positions_angstrom": [[-0.532300, 0.840840, 1.679822], [-0.412915, 2.172561, 1.490837], [-0.478967, -0.165130, 0.675750], [-0.475627, -1.022914, -0.105442], [0.627346, -3.146431, -1.049011], [-0.224940, 3.476565, 0.389562], [0.599032, 3.183298, -1.500728], [-0.858060, 0.646923, 2.742248], [-0.649628, 2.723346, 2.396798], [0.061277, -2.252069, -0.847639], [0.991877, -3.730902, -0.244574], [-0.238369, 3.840069, -2.354985], [0.193607, -3.757704, -1.741098], [1.397667, -2.808453, -1.531540]], "atomic_forces_ev_per_a": [[-0.3904, 0.4527, 0.7826], [-0.5989, -0.1838, -0.4877], [-0.0549, -0.5914, -0.2124], [-0.0896, 1.4507, 0.8737], [-0.4642, -2.0519, 0.5421], [0.0813, 0.9022, -0.0645], [0.4104, -0.6777, -0.1568], [0.5364, -0.6976, -1.5419], [0.1771, 0.2097, 0.0874], [-0.3418, -0.3460, 0.9692], [-0.9064, 1.1116, -0.8973], [-0.2990, -0.3062, 0.8397], [-0.4459, -0.1350, 0.3172], [2.3859, 0.8628, -1.0512]]}

Record 3
{"formula": "C3H3ClFNO3", "method": "ωB97M-V with the def2-TZVPD basis set", "smiles": "C/C(O[N+](=O)[O-])=C(\\F)Cl", "molar_mass_g_mol": 155.5, "fmax_ev_per_a": 4.103, "homo_lumo_gap_ha": [0.320, 0.320], "multiplicity": 1, "de_lowest_ev": 1.671, "symbols": ["C", "C", "O", "N", "O", "O", "C", "F", "Cl", "H", "H", "H"], "positions_angstrom": [[0.199271, 0.716434, -1.272022], [-0.412327, -0.103719, -0.151352], [0.225220, -1.050053, 0.569016], [1.643522, -0.858336, 1.341091], [2.170181, 0.172328, 1.368326], [1.906926, -1.956450, 1.703944], [-1.740421, 0.035508, 0.201292], [-2.470253, 0.906955, -0.487204], [-2.603914, -0.912583, 1.342407], [-0.333321, 0.774518, -2.146909], [1.195734, 0.436235, -1.559710], [0.219382, 1.839162, -0.908880]], "atomic_forces_ev_per_a": [[0.9036, 2.4566, 3.1595], [-1.9460, 0.7624, 0.8301], [1.2611, -0.6353, -0.0267], [-1.7799, -2.5688, -0.8070], [0.2758, 1.5165, -0.0569], [0.2126, 0.9459, 0.1305], [2.2470, -0.1301, -0.6554], [-0.4423, -0.0924, -0.0327], [0.2830, 0.4649, -0.3232], [-1.7895, -0.3270, -1.9357], [0.5089, -0.3118, 0.3517], [0.2656, -2.0807, -0.6341]]}

Repeat the third record exactly.
{"formula": "C3H3ClFNO3", "method": "ωB97M-V with the def2-TZVPD basis set", "smiles": "C/C(O[N+](=O)[O-])=C(\\F)Cl", "molar_mass_g_mol": 155.5, "fmax_ev_per_a": 4.103, "homo_lumo_gap_ha": [0.320, 0.320], "multiplicity": 1, "de_lowest_ev": 1.671, "symbols": ["C", "C", "O", "N", "O", "O", "C", "F", "Cl", "H", "H", "H"], "positions_angstrom": [[0.199271, 0.716434, -1.272022], [-0.412327, -0.103719, -0.151352], [0.225220, -1.050053, 0.569016], [1.643522, -0.858336, 1.341091], [2.170181, 0.172328, 1.368326], [1.906926, -1.956450, 1.703944], [-1.740421, 0.035508, 0.201292], [-2.470253, 0.906955, -0.487204], [-2.603914, -0.912583, 1.342407], [-0.333321, 0.774518, -2.146909], [1.195734, 0.436235, -1.559710], [0.219382, 1.839162, -0.908880]], "atomic_forces_ev_per_a": [[0.9036, 2.4566, 3.1595], [-1.9460, 0.7624, 0.8301], [1.2611, -0.6353, -0.0267], [-1.7799, -2.5688, -0.8070], [0.2758, 1.5165, -0.0569], [0.2126, 0.9459, 0.1305], [2.2470, -0.1301, -0.6554], [-0.4423, -0.0924, -0.0327], [0.2830, 0.4649, -0.3232], [-1.7895, -0.3270, -1.9357], [0.5089, -0.3118, 0.3517], [0.2656, -2.0807, -0.6341]]}